Record 1
C7H6O3 | the ωB97M-V functional and the def2-TZVPD basis

Charge: 0
Relative energy (zero: lowest compared OMol25 entry of this formula, charge and spin), kJ/mol: 457.2
2S+1: 1
Max |F|, eV/A: 5.20
HOMO energy, eV: -8.8

Geometry (Å):
C (-2.00829, 0.40503, -0.00607)
C (-1.68907, -0.12590, 1.27273)
C (-0.95803, 0.65277, -0.83949)
C (-0.43249, -0.43799, 1.65713)
C (1.91822, 0.52091, -1.88045)
C (0.38852, 0.08865, -0.61158)
C (0.59095, -0.53027, 0.68020)
O (1.91482, 1.58641, -2.36998)
O (0.41180, -1.29805, -0.43726)
O (1.86280, -0.52383, 1.15745)
H (-2.97400, 0.72668, -0.43789)
H (-2.57467, -0.20263, 1.95977)
H (-1.19642, 1.51592, -1.47422)
H (-0.14396, -0.90848, 2.62802)
H (2.45051, -0.44584, -1.95562)
H (2.43930, -1.02341, 0.65725)

Atomic forces in eV per Å
1.332 0.197 -1.728
-1.830 -0.632 1.657
-0.423 1.195 -0.210
-1.067 -1.432 1.567
-4.258 0.086 2.991
0.744 2.252 -4.078
1.715 0.787 0.608
0.946 -0.737 -0.332
-0.461 -1.898 -0.976
-0.554 1.523 3.095
0.354 -0.122 1.272
1.267 -0.030 -0.322
0.803 -0.767 -0.713
-0.622 0.935 -0.621
0.427 0.414 -0.402
1.627 -1.771 -1.806

=====

Record 2
C2H2O2 | the ωB97M-V functional and the def2-TZVPD basis

Charge: 0
SMILES string: O=CC=O
Relative energy (zero: lowest compared OMol25 entry of this formula, charge and spin), kJ/mol: 35.3
2S+1: 1
Max |F|, eV/A: 1.88
HOMO energy, eV: -10.2

Geometry (Å):
O (1.29991, -0.53772, -0.03359)
C (0.73092, 0.49566, 0.01181)
C (-0.76516, 0.50956, -0.02153)
O (-1.27275, -0.57725, 0.03521)
H (1.31036, 1.40509, 0.23441)
H (-1.32215, 1.48337, -0.18911)

Atomic forces in eV per Å
0.919 -1.461 -0.410
0.819 1.325 1.048
-0.947 -0.242 -0.842
-0.873 0.669 0.136
-0.228 0.488 -0.288
0.310 -0.779 0.355

=====

Record 3
C13H19Cl2O2Se2SnTe | the ωB97M-V functional and the def2-TZVPD basis

Charge: +1
Relative energy (zero: lowest compared OMol25 entry of this formula, charge and spin), kJ/mol: 21.5
2S+1: 1
Max |F|, eV/A: 0.37
HOMO energy, eV: -10.8

Geometry (Å):
Sn (0.33143, -0.15139, 0.13220)
Cl (-2.80069, -3.57253, 6.00942)
C (-2.01069, -2.58422, 4.83109)
C (-1.27487, -1.46640, 5.25838)
C (-0.63077, -0.66107, 4.35559)
Cl (0.26388, 0.71068, 4.89718)
C (-0.67802, -0.93494, 2.96850)
O (-0.04306, -0.15993, 2.13540)
C (-1.42952, -2.05971, 2.56169)
C (-1.54836, -2.42392, 1.19298)
O (-1.01550, -1.86943, 0.20698)
C (-2.09498, -2.87492, 3.50515)
H (-1.21657, -1.23763, 6.31448)
H (-2.18217, -3.29040, 0.97532)
H (-2.66541, -3.73084, 3.16470)
C (-1.26381, 0.27928, -4.83369)
Se (-0.08993, 0.34764, -3.28300)
C (-0.10538, 2.28669, -3.04377)
C (-1.27612, 2.82661, -2.24051)
Se (-1.13369, 2.53209, -0.31639)
C (-2.90347, 3.17522, 0.15227)
H (-0.77424, 0.77768, -5.66518)
H (-2.21900, 0.74415, -4.60703)
H (-1.41616, -0.76967, -5.07167)
H (-0.14868, 2.69260, -4.05346)
H (0.85764, 2.57060, -2.62001)
H (-2.21279, 2.37447, -2.56297)
H (-1.34497, 3.90729, -2.35948)
H (-3.64684, 2.67710, -0.46301)
H (-2.92834, 4.25045, 0.00510)
H (-3.06636, 2.93982, 1.20029)
C (5.61389, -0.08562, 0.62162)
Te (3.55000, -0.03327, 0.11152)
C (3.39024, 2.08093, 0.32260)
H (5.74416, 0.37210, 1.59779)
H (6.16028, 0.45459, -0.14554)
H (5.92689, -1.12567, 0.64830)
H (3.94637, 2.55605, -0.47949)
H (3.79747, 2.35464, 1.29193)
H (2.34461, 2.38431, 0.27664)

Atomic forces in eV per Å
-0.326 -0.028 -0.124
0.030 0.051 -0.044
-0.014 0.015 0.176
-0.038 -0.040 0.054
0.072 0.105 -0.037
-0.046 -0.071 -0.034
-0.005 0.023 0.090
0.034 0.229 0.117
-0.030 -0.072 -0.161
-0.052 -0.007 0.149
-0.015 -0.010 -0.139
-0.060 -0.096 -0.121
0.005 0.000 -0.018
0.018 -0.018 -0.028
0.023 0.023 0.011
-0.005 0.052 0.123
0.066 -0.053 0.077
-0.069 -0.100 0.028
-0.035 -0.025 -0.110
0.193 0.018 0.057
-0.008 -0.116 0.057
-0.018 -0.003 -0.028
-0.026 -0.016 -0.027
-0.003 -0.008 0.000
0.052 0.085 0.006
-0.010 0.021 0.026
-0.023 0.012 -0.024
-0.018 0.036 -0.024
-0.019 -0.008 0.010
-0.016 0.014 -0.007
-0.014 0.020 0.002
-0.041 0.042 0.115
0.290 -0.105 -0.207
0.004 -0.024 0.027
0.070 -0.022 -0.004
0.047 -0.018 0.030
0.007 0.012 -0.006
-0.014 0.042 0.011
-0.022 0.038 -0.007
0.015 0.002 -0.016

=====

Record 4
C37H45Cl8F6N5NiO4 | the ωB97M-V functional and the def2-TZVPD basis

Charge: 0
⟨S²⟩: 2.004
2S+1: 3
Max |F|, eV/A: 2.11
HOMO energy (alpha / beta), eV: -9.0 / -8.8

Geometry (Å):
Ni (-1.22188, -0.59237, 0.40876)
C (-1.29903, -0.02986, 2.99870)
O (-1.51858, 0.90281, 1.93263)
O (-1.19064, -1.21672, 2.37979)
C (-0.11781, 0.45365, 3.83543)
F (-0.47245, 1.56993, 4.50933)
F (0.24160, -0.44798, 4.75692)
F (0.96801, 0.74993, 3.11948)
C (-2.26174, 2.09849, 2.15064)
C (-2.05308, 2.98610, 0.95245)
H (-2.31609, 2.45271, 0.03360)
H (-2.74204, 3.82953, 1.03782)
H (-1.02214, 3.30365, 0.85859)
H (-1.87260, 2.65168, 3.00238)
H (-3.32589, 1.85733, 2.21661)
H (-2.17370, -0.01811, 3.68396)
C (0.63203, 0.56670, -1.18247)
O (0.90081, -0.20100, -0.01671)
O (-0.70225, 0.52101, -1.26096)
C (1.20579, 1.98714, -1.04479)
F (2.49423, 2.02170, -1.48039)
F (0.54831, 2.87789, -1.80660)
F (1.24202, 2.46780, 0.21111)
C (2.20757, -0.37242, 0.52881)
C (2.18226, -1.61649, 1.39664)
H (1.81721, -2.48076, 0.84819)
H (3.13440, -1.77631, 1.89871)
H (1.44270, -1.45730, 2.18646)
H (2.41211, 0.50346, 1.13422)
H (2.96838, -0.53514, -0.23940)
H (1.08605, 0.13758, -2.09590)
N (-3.26662, -0.50878, 0.04107)
C (-3.75817, 0.02323, -1.07758)
C (-5.11285, 0.19434, -1.29909)
C (-6.00992, -0.28543, -0.35604)
C (-5.47788, -0.82850, 0.81284)
C (-4.11731, -0.95707, 0.95399)
H (-2.99575, 0.35176, -1.77954)
H (-5.40610, 0.59910, -2.25921)
H (-7.08033, -0.23080, -0.49794)
H (-6.13267, -1.16118, 1.60845)
H (-3.69860, -1.32266, 1.88490)
N (-1.01769, -2.42377, -0.55262)
C (-0.76581, -3.56519, 0.07933)
C (-0.82048, -4.80586, -0.54413)
C (-1.14657, -4.85964, -1.88758)
C (-1.39154, -3.67412, -2.56703)
C (-1.36426, -2.50450, -1.82619)
H (-0.48793, -3.57284, 1.13046)
H (-0.73032, -5.68198, 0.08173)
H (-1.22266, -5.83979, -2.34883)
H (-1.67567, -3.70708, -3.60769)
H (-1.48178, -1.56147, -2.35628)
N (4.96137, -2.26944, -0.90956)
C (4.18242, -3.33940, -0.69427)
C (3.13861, -3.72898, -1.51805)
C (2.95355, -3.02592, -2.70477)
C (3.85195, -2.02038, -3.01215)
C (4.76756, -1.61923, -2.04939)
H (4.40553, -3.88637, 0.21797)
H (2.57974, -4.63154, -1.31635)
H (2.19387, -3.30838, -3.42371)
H (3.84074, -1.48876, -3.95454)
H (5.41353, -0.76579, -2.23636)
N (-4.33031, 3.30966, -2.01646)
C (-3.02825, 3.10508, -1.96673)
C (-2.16987, 3.40752, -3.01285)
C (-2.69070, 3.89998, -4.18916)
C (-4.05950, 4.04614, -4.26933)
C (-4.83383, 3.78048, -3.15504)
H (-2.59294, 2.84455, -1.00698)
H (-1.10470, 3.24643, -2.91008)
H (-2.05167, 4.16894, -5.01923)
H (-4.49836, 4.40262, -5.19393)
H (-5.90564, 3.94492, -3.17524)
N (0.77923, -4.56999, 3.10432)
C (0.33403, -3.73730, 4.04153)
C (0.13450, -4.13451, 5.35757)
C (0.34863, -5.44051, 5.71277)
C (0.80544, -6.31372, 4.72919)
C (1.06819, -5.80553, 3.46928)
H (0.11100, -2.74047, 3.69287)
H (-0.14919, -3.38552, 6.08896)
H (0.14220, -5.83611, 6.69839)
H (1.00718, -7.34721, 4.97778)
H (1.41330, -6.47636, 2.68635)
C (2.57053, 4.04944, 3.05483)
Cl (3.49523, 5.55275, 2.91464)
Cl (1.04889, 4.30880, 3.92093)
H (2.36744, 3.65717, 2.06679)
H (3.16584, 3.34906, 3.62694)
C (5.50757, 0.81616, 0.15984)
Cl (4.80522, 1.59215, 1.59217)
Cl (7.13302, 1.40168, -0.17511)
H (5.57938, -0.24721, 0.36207)
H (4.83158, 0.99182, -0.66841)
C (0.45272, 6.25530, -1.46975)
Cl (0.26736, 5.42700, 0.09956)
Cl (-0.58078, 7.66950, -1.59978)
H (1.48434, 6.57159, -1.52479)
H (0.17765, 5.53258, -2.22413)
C (2.13763, 2.53951, -4.71446)
Cl (3.44357, 1.34079, -4.61068)
Cl (0.61834, 1.76052, -5.18079)
H (2.01499, 3.04316, -3.76493)
H (2.42926, 3.23092, -5.49478)

Atomic forces in eV per Å
0.348 0.257 -0.103
-1.398 -0.872 -0.543
0.477 0.676 0.234
0.689 -0.031 -0.071
0.028 0.184 0.138
0.059 -0.021 0.047
0.014 -0.279 0.095
0.191 0.081 -0.175
0.264 0.379 -0.573
-0.372 -0.463 0.172
0.571 -0.503 1.973
0.237 0.175 -0.112
0.019 0.119 0.085
-0.305 -0.344 0.418
-0.014 -0.048 0.461
0.116 0.321 0.059
-1.203 -0.606 -0.136
0.697 -0.358 0.072
-0.727 0.430 0.009
0.675 0.334 0.338
0.077 -0.086 -0.026
0.070 -0.094 0.115
-0.333 -0.232 -0.187
0.087 -0.568 0.340
-0.881 0.548 0.604
0.414 -0.162 -0.145
0.149 -0.196 -0.266
0.056 -0.054 -0.013
0.382 0.046 -0.074
-0.191 0.403 -0.311
0.527 -0.070 0.238
0.227 -0.284 -0.190
0.458 0.276 0.052
-0.053 -0.574 -0.477
0.523 0.127 0.239
-0.811 -0.153 -0.225
-0.136 0.474 0.788
-0.189 0.050 -0.033
-0.204 0.148 0.208
0.004 0.104 -0.033
0.051 -0.070 -0.045
0.208 -0.193 -0.150
-0.221 -0.243 0.500
0.306 -0.781 0.552
-0.447 0.491 0.123
0.059 -0.464 0.185
-0.229 -0.644 0.585
0.558 0.634 -1.665
-0.100 0.551 -0.046
0.293 -0.115 -0.171
-0.006 0.214 -0.245
0.057 0.310 -0.058
-0.240 0.061 0.333
-0.372 -0.298 0.099
0.167 0.177 0.455
0.328 0.014 -0.460
0.343 -0.311 -0.172
-0.210 0.637 0.088
0.294 -0.238 -0.302
-0.114 -0.014 -0.083
-0.204 0.137 0.233
-0.036 -0.051 0.095
-0.251 -0.044 0.013
0.012 -0.039 -0.019
-0.620 0.050 0.183
0.706 0.710 -0.281
0.506 -0.100 -0.212
0.065 -0.165 0.042
-0.285 0.417 -0.461
-0.117 -0.242 -0.137
-0.703 0.134 -1.960
-0.279 -0.016 0.033
0.025 -0.080 -0.063
-0.172 0.044 0.145
-0.015 -0.020 -0.024
0.169 0.449 -0.308
0.052 -0.211 -0.108
-0.052 0.983 0.246
0.052 -0.873 -0.346
0.307 0.160 0.445
-0.504 -0.939 -0.127
-0.106 0.201 0.140
-0.177 -0.111 -0.056
0.049 0.251 0.123
-0.011 -0.028 -0.154
0.160 0.094 0.031
0.086 0.008 0.169
0.016 -0.036 -0.112
-0.018 -0.017 -0.141
-0.094 0.101 -0.065
-0.009 -0.025 0.045
-0.154 -0.347 0.333
0.124 0.145 0.085
0.006 0.122 -0.199
-0.026 -0.003 -0.014
0.158 0.226 -0.121
0.038 -0.300 0.603
0.030 0.388 -0.119
-0.114 0.106 -0.081
0.067 0.012 -0.190
0.025 0.045 -0.199
0.184 -0.179 -0.363
0.010 0.117 0.177
-0.049 0.159 0.123
0.010 -0.156 0.102
-0.129 0.068 -0.023

=====

What is the max |F| in the first record? 5.20 eV/A